# C34H50AsBrMgN2O7S5Si

C34H50AsBrMgN2O7S5Si as an isolated structure (ωB97M-V/def2-TZVPD, OMol25).

```
102
Properties=species:S:1:pos:R:3:forces:R:3:mulliken_charge:R:1
Mg 0.27474 1.22015 -0.81248 -0.06 0.54 0.30 0.918
O 5.23869 -0.78631 -1.93395 0.02 0.03 0.03 -0.776
C 5.15915 0.30711 -2.75835 -0.01 -0.04 0.01 0.558
C 6.25360 0.58215 -3.56774 -0.02 0.01 -0.01 -0.738
C 6.20626 1.66967 -4.42863 0.02 -0.01 -0.01 -0.267
C 5.07773 2.47674 -4.48412 0.00 0.02 -0.01 -1.043
C 3.99396 2.19814 -3.66149 -0.01 -0.01 0.03 -0.581
C 4.02509 1.11939 -2.79109 0.05 0.00 -0.01 0.680
C 2.85357 0.86850 -1.85122 0.05 -0.02 0.04 -0.183
O 1.89473 1.77513 -1.89401 0.03 -0.04 -0.04 -0.971
N 2.32674 -0.53275 -2.20166 0.11 -0.14 0.08 -0.003
N 0.97897 -0.57827 -2.12045 -0.14 -0.27 -0.12 0.161
C 0.36604 -1.51115 -2.73284 -0.03 0.04 -0.03 -1.485
C -1.09203 -1.55459 -2.87996 0.05 -0.14 -0.03 0.691
Br -1.92532 0.13175 -2.99807 -0.03 0.00 -0.04 -0.050
C -1.79133 -2.67300 -3.10584 0.00 0.07 0.03 -0.950
C -1.28589 -4.05176 -3.03409 0.00 0.05 0.00 0.395
C -1.86794 -5.02294 -3.85518 0.02 -0.01 0.01 -0.625
C -1.43531 -6.33800 -3.82806 0.00 0.02 0.00 -0.502
C -0.41324 -6.71699 -2.96740 0.02 -0.02 0.01 -0.414
C 0.15575 -5.77075 -2.12735 -0.01 0.00 0.01 -0.746
C -0.27913 -4.45401 -2.15309 -0.02 -0.02 0.02 0.306
H 4.38788 -0.90594 -1.48600 -0.02 -0.01 -0.03 0.328
H 7.12310 -0.06121 -3.51313 0.00 0.00 0.00 0.423
H 7.06051 1.88447 -5.06050 0.00 0.00 0.00 0.353
H 5.04330 3.32221 -5.15944 0.00 0.00 0.00 0.415
H 3.09323 2.80234 -3.65527 -0.01 0.00 0.00 0.525
H 3.27874 0.72790 -0.82988 -0.03 0.01 -0.03 -0.120
H 2.66507 -0.88157 -3.09354 0.00 0.07 -0.06 0.389
H 0.92552 -2.27592 -3.27803 0.00 -0.01 0.01 0.497
H -2.83312 -2.57359 -3.38545 -0.03 0.02 0.02 0.356
H -2.66800 -4.73050 -4.52542 0.00 0.00 0.00 0.404
H -1.89985 -7.06987 -4.47776 0.01 -0.01 0.00 0.363
H -0.07429 -7.74528 -2.94112 0.00 0.00 0.00 0.362
H 0.93335 -6.05737 -1.43019 0.00 -0.01 -0.01 0.404
H 0.14062 -3.74136 -1.45696 0.01 0.07 0.03 0.376
S -0.08467 9.03412 -1.81190 -0.02 -0.10 0.01 -0.414
C -0.27066 7.36127 -1.75779 0.04 0.15 -0.02 0.100
S -0.53938 6.36878 -3.12199 0.00 0.03 0.00 -0.221
C -0.61852 4.78955 -2.34748 -0.04 -0.13 -0.06 0.201
C -0.45540 4.84517 -0.99531 0.10 -0.19 -0.09 -0.403
S -0.44259 3.51766 0.14046 -0.27 0.11 0.14 -0.417
S -0.20658 6.43726 -0.32353 -0.01 0.04 0.01 -0.092
S -0.88224 3.42408 -3.37141 0.02 0.09 0.12 -0.497
C 1.79857 3.60371 2.75155 0.06 -0.05 0.03 -1.296
As 2.36613 2.71548 1.13971 0.02 -0.27 0.02 0.598
C 4.13570 2.10088 1.68042 0.01 0.04 0.02 -1.385
C 2.78533 4.06233 -0.17953 -0.09 -0.05 0.07 -0.942
O 1.54926 1.28523 0.85143 0.19 0.22 -0.02 -0.606
H 2.58174 4.30493 3.04615 -0.03 0.01 0.01 0.512
H 1.66638 2.84374 3.52113 -0.01 0.01 0.00 0.338
H 0.86241 4.11705 2.56270 -0.04 0.03 -0.03 0.257
H 4.66182 2.88029 2.23455 0.02 0.00 -0.02 0.430
H 4.71697 1.83206 0.79868 -0.03 -0.02 -0.01 0.326
H 4.00638 1.21943 2.30718 0.00 0.01 0.01 0.267
H 2.60404 5.02874 0.29176 0.01 0.02 -0.04 0.451
H 2.13308 3.92711 -1.03526 0.01 0.00 -0.05 0.047
H 3.83131 3.95760 -0.46991 -0.01 -0.01 0.00 0.465
C -3.11565 0.55351 4.41343 0.00 -0.01 0.00 -1.609
C -2.29848 1.50673 3.54127 0.11 -0.02 -0.05 1.864
C -3.20112 2.46569 2.76793 0.03 -0.03 0.02 -1.251
C -1.34334 2.31263 4.41904 0.02 0.00 0.02 -1.463
O -1.46889 0.77032 2.65215 -0.15 0.09 0.06 1.277
Si -1.76817 -0.29795 1.42510 0.03 0.07 0.09 -3.095
O -1.03039 0.09516 0.10402 0.06 -0.18 -0.27 3.058
O -1.36151 -1.81740 2.00369 0.05 -0.01 -0.03 0.654
C -0.09355 -2.32923 2.39011 -0.06 0.04 0.01 2.185
C -0.23741 -3.84948 2.35668 0.00 0.00 0.01 -2.027
C 1.01541 -1.88265 1.44491 0.03 -0.01 -0.05 -0.570
C 0.21759 -1.86241 3.81285 -0.02 0.00 0.00 -1.683
O -3.42360 -0.40218 1.33054 -0.07 -0.04 0.16 -0.351
C -4.29152 -1.43045 0.88339 0.03 0.11 -0.06 2.094
C -4.51210 -2.45622 1.99659 -0.02 0.02 -0.02 -1.680
C -3.72262 -2.10185 -0.35969 0.01 -0.03 -0.03 -1.416
C -5.60947 -0.73839 0.54349 -0.01 -0.03 0.00 -2.055
H -3.73641 1.11566 5.11713 0.01 0.00 -0.01 0.519
H -2.44924 -0.10142 4.97977 0.02 -0.01 0.00 0.280
H -3.76056 -0.06383 3.79075 -0.02 -0.02 -0.04 0.004
H -3.73366 3.12624 3.45991 0.02 -0.01 0.00 0.473
H -3.92835 1.91519 2.17573 -0.06 -0.07 -0.04 0.066
H -2.59426 3.06925 2.09060 0.00 0.00 0.00 0.037
H -1.87409 2.76858 5.25922 -0.01 0.02 -0.02 0.392
H -0.87167 3.10097 3.83263 0.01 -0.03 -0.02 0.057
H -0.56395 1.65423 4.80863 -0.01 -0.01 0.04 0.328
H -0.50007 -4.17521 1.34810 0.01 0.01 -0.02 0.314
H -1.03447 -4.16430 3.03424 0.00 0.01 0.00 0.401
H 0.69257 -4.34034 2.65495 0.00 0.01 0.00 0.390
H 0.76302 -2.14194 0.41593 -0.02 -0.04 -0.06 -0.425
H 1.95569 -2.37301 1.71697 -0.01 -0.01 -0.01 0.660
H 1.16340 -0.80258 1.47138 0.00 0.01 0.05 -0.370
H -0.56977 -2.19483 4.49367 -0.01 0.01 0.01 0.337
H 0.26082 -0.77342 3.83925 0.00 0.01 -0.01 0.119
H 1.17500 -2.26523 4.15586 -0.01 -0.01 -0.02 0.430
H -3.55479 -2.85303 2.32854 0.05 -0.01 0.00 -0.008
H -5.13580 -3.27963 1.63575 0.00 0.02 0.00 0.490
H -5.01669 -1.99165 2.84711 0.03 0.02 0.01 0.384
H -2.77161 -2.58446 -0.12952 0.03 -0.01 0.00 0.090
H -3.54763 -1.34908 -1.12829 0.02 -0.02 0.00 0.138
H -4.41457 -2.85704 -0.74493 0.00 0.01 0.00 0.623
H -5.99184 -0.22123 1.42585 0.00 0.00 0.00 0.396
H -6.35733 -1.46170 0.20720 0.00 -0.01 0.00 0.412
H -5.44889 -0.00100 -0.24372 0.01 0.00 0.00 0.367
```
Positions in Å, forces in eV/Å.

Computed properties:
Energy above the lowest of the compared OMol25 structures with the same formula, charge and spin ... 24.37 kcal/mol
Spin multiplicity ... 1
HOMO ... -0.876 eV
Gap between HOMO and LUMO ... 4.62 eV
Net charge ... -2
LUMO level ... 3.74 eV